ORCA calculation (ωB97M-V with the def2-TZVPD basis set) on a single C10H17NOS molecule in a non-equilibrium geometry.

```
! wB97M-V def2-TZVPD RIJCOSX def2/J DEFGRID3
* xyz 0 3
S 1.8511 -1.5438 0.0501
H -3.7958 -0.8571 1.4273
C 3.2008 1.3619 1.1673
C -2.4273 0.7637 0.1801
H -1.9310 1.1119 1.0303
C -2.1204 -0.7310 0.1937
C 2.2705 1.3315 -0.0246
H 3.8587 0.2822 -1.1964
C 0.0790 -2.0298 0.0511
H -2.2668 -1.5290 2.3766
H -0.3740 -3.9402 0.8156
H 2.6492 1.7249 2.0118
H 0.7939 -4.0914 -0.4200
C -2.8071 -1.4120 1.4246
H -1.1184 -3.7191 -0.5572
H 4.0146 2.0119 0.9257
C 3.1255 1.1439 -1.3339
C -0.1055 -3.5423 -0.1006
H -2.5865 -1.2424 -0.6258
C 1.3146 0.1672 -0.0366
N 0.0539 0.2861 0.1371
H 1.5509 2.2527 -0.1668
H 3.8241 0.3107 1.3202
H -3.5179 0.7372 0.3656
C -0.6166 -0.8729 0.0506
H 3.7692 2.0046 -1.3781
H -2.1190 1.2426 -0.7211
O 2.6343 -1.8914 -1.1537
H 2.6339 1.0295 -2.3197
H -3.1880 -2.4040 1.2103
*
```

Computed properties:
Energy relative to the best compared isomer or geometry (same formula, charge and spin) = 0.312 eV
⟨S²⟩ = 2.011
Orbital gap (alpha / beta) = 6.99 / 5.99 eV
E_HOMO (alpha / beta) = -6.27 / -8.53 eV